[1]
The following is a DFT calculation (ωB97M-V/def2-TZVPD) of a 11-piece molecular cluster, C11H44N22O11 overall at a distorted geometry.

Each line ends with the Löwdin charge.
Cartesian coordinates (Å):
O  -2.301  3.984  -1.384  -0.043
O  1.289  -4.318  -0.500  0.039
O  -3.847  0.711  0.933  -0.047
O  -1.487  3.764  5.129  0.054
O  1.615  1.720  -2.819  -0.019
O  -1.347  0.410  -4.399  0.026
O  4.747  -1.891  1.017  0.018
O  0.243  -0.564  4.006  0.001
O  5.094  1.850  1.394  0.051
O  0.900  0.575  0.659  0.006
O  -3.153  -2.212  -0.834  0.033
N  2.431  -0.056  3.977  0.188
N  -0.620  2.466  3.510  0.158
N  -0.630  0.587  -0.953  0.206
N  -0.213  -2.783  -1.251  0.222
N  -3.358  -4.062  0.503  0.163
N  1.754  -1.786  5.180  0.153
N  -0.696  -4.917  -1.267  0.123
N  1.536  0.052  -4.335  0.176
N  -1.216  3.448  -3.253  0.196
N  -3.753  -2.067  1.273  0.151
N  -2.382  -1.560  -3.889  0.180
N  -2.699  2.579  1.153  0.226
N  -4.241  2.419  -0.469  0.164
N  3.879  -3.362  -0.411  0.139
N  5.694  3.126  -0.387  0.150
N  -3.347  0.321  -3.526  0.176
N  2.639  -2.550  1.411  0.162
N  -1.049  -0.473  1.058  0.192
N  -1.778  1.536  5.043  0.153
N  3.311  0.299  -2.970  0.184
N  -0.081  3.650  -1.410  0.200
N  3.658  2.301  -0.286  0.151
C  4.862  2.367  0.327  -0.729
C  -0.206  0.241  0.275  -0.723
C  1.381  -0.769  4.389  -0.714
C  -2.243  -0.236  -3.901  -0.759
C  3.807  -2.573  0.687  -0.726
C  2.144  0.766  -3.375  -0.701
C  -3.433  -2.777  0.173  -0.741
C  -1.225  2.704  4.620  -0.760
C  -3.605  1.885  0.587  -0.711
C  -1.229  3.657  -1.961  -0.724
C  0.253  -3.960  -0.976  -0.703
H  5.468  3.372  -1.336  0.097
H  3.017  -3.816  -0.772  0.064
H  2.980  1.721  0.194  0.081
H  3.774  -0.516  -3.367  0.118
H  2.271  0.524  3.149  0.118
H  -4.235  -0.140  -3.619  0.125
H  -3.971  -1.092  1.044  0.057
H  -0.494  -5.741  -0.713  0.108
H  -1.614  0.500  -1.119  0.087
H  3.349  -0.420  4.190  0.113
H  -0.024  3.631  -0.393  0.134
H  0.754  3.383  -1.928  0.089
H  4.616  -2.958  -1.005  0.109
H  -3.640  3.136  -0.913  0.044
H  -3.305  -4.139  1.505  0.103
H  1.010  -2.043  5.811  0.108
H  -2.654  -4.565  -0.062  0.089
H  1.936  -3.234  1.095  0.073
H  -1.214  -2.687  -1.209  0.057
H  0.053  3.099  3.141  0.116
H  -1.396  0.676  4.657  0.066
H  1.842  -0.910  -4.351  0.102
H  0.536  0.218  -4.394  0.053
H  3.353  2.931  -0.998  0.084
H  2.786  -2.380  2.386  0.073
H  -2.060  1.524  6.006  0.101
H  -0.204  1.539  3.398  0.077
H  0.305  -1.973  -0.881  0.115
H  6.673  3.064  -0.184  0.106
H  -1.575  -2.091  -4.176  0.107
H  3.782  0.746  -2.203  0.086
H  2.664  -1.706  5.658  0.121
H  -0.802  -0.525  2.046  0.081
H  -0.936  -5.073  -2.237  0.108
H  -3.335  1.325  -3.331  0.111
H  -4.371  1.746  -1.189  0.070
H  -0.441  3.046  -3.778  0.111
H  -2.354  3.429  0.724  0.107
H  -0.006  1.021  -1.615  0.066
H  -4.315  -2.460  2.001  0.105
H  -2.242  2.182  1.937  0.078
H  -2.925  -1.934  -3.112  0.083
H  -2.056  -0.385  0.910  0.051
H  -2.097  3.477  -3.718  0.106

The calculation puts the HOMO-LUMO gap at 9.4 eV. As for the energy relative to the best compared isomer or geometry (same formula, charge and spin): 35.3 kcal per mole. As for the maximum force: 6.40 eV Å⁻¹. Its LUMO energy is 0.084 eV.

=====

[2]
The following is a DFT calculation (ωB97M-V/def2-TZVPD) of a 11-piece molecular cluster, C11H44O11 overall at a distorted geometry.

Each line ends with the Löwdin charge.
Cartesian coordinates (Å):
O  34.436  -6.069  5.434  -0.132
O  35.224  -6.929  -0.060  -0.139
O  35.549  -3.924  6.997  -0.126
O  34.276  -2.813  2.694  -0.127
O  34.321  -10.505  7.537  -0.100
O  35.301  -4.234  0.756  -0.158
O  33.478  -7.777  2.539  -0.114
O  32.923  -6.232  8.124  -0.129
O  30.788  -3.511  5.152  -0.101
O  34.865  -8.014  8.421  -0.138
O  32.508  -7.968  4.961  -0.150
C  36.576  -4.496  1.401  -0.107
C  36.725  -3.762  6.308  -0.158
C  31.878  -8.402  6.138  -0.139
C  34.213  -3.448  3.966  -0.120
C  35.610  -6.725  5.174  -0.144
C  33.430  -6.357  2.393  -0.141
C  36.023  -7.817  0.680  -0.188
C  31.420  -4.619  5.721  -0.192
C  33.282  -5.413  9.181  -0.148
C  35.964  -7.379  8.886  -0.170
C  34.934  -10.352  6.254  -0.134
H  34.810  -3.686  1.420  0.034
H  33.244  -7.323  5.263  0.078
H  36.451  -4.910  2.413  0.066
H  33.283  -3.991  3.921  0.056
H  37.137  -4.757  6.207  0.079
H  35.322  -6.048  0.364  0.017
H  36.048  -10.412  6.336  0.096
H  34.192  -2.599  4.700  0.113
H  31.303  -7.557  6.499  0.052
H  35.026  -4.169  4.026  0.052
H  32.974  -7.990  3.329  0.015
H  36.905  -3.485  1.405  0.081
H  32.573  -8.679  6.933  0.067
H  35.325  -2.994  7.089  0.098
H  34.214  -7.395  8.083  0.033
H  34.628  -9.783  7.952  -0.057
H  37.008  -7.815  0.201  0.074
H  33.370  -6.082  10.061  0.099
H  36.032  -7.109  5.991  0.033
H  32.712  -5.893  3.100  0.079
H  35.650  -8.872  0.605  0.089
H  34.665  -5.400  6.082  0.046
H  32.407  -4.400  6.126  0.061
H  34.608  -11.214  5.663  0.081
H  34.529  -9.488  5.727  0.051
H  33.758  -1.995  2.825  0.118
H  33.189  -6.055  1.417  0.067
H  36.544  -3.382  5.293  0.079
H  30.843  -5.131  6.532  0.090
H  34.177  -4.884  9.045  0.055
H  35.891  -7.594  1.771  0.071
H  37.236  -3.035  6.905  0.092
H  36.326  -6.055  4.694  0.081
H  37.159  -5.171  0.904  0.048
H  35.336  -7.553  4.496  0.103
H  31.565  -5.347  4.964  0.053
H  36.347  -6.621  8.184  0.073
H  32.106  -6.626  8.399  0.089
H  32.476  -4.689  9.493  0.106
H  35.554  -6.792  9.727  0.072
H  36.720  -8.167  9.229  0.124
H  34.440  -5.978  2.596  0.048
H  31.090  -9.162  6.141  0.098
H  30.639  -2.867  5.874  0.095

The calculation puts the HOMO-LUMO gap at 8.9 eV. As for the energy relative to the best compared isomer or geometry (same formula, charge and spin): 97.2 kcal per mole. As for the maximum force: 5.32 eV Å⁻¹. Its LUMO energy is -0.244 eV.

=====

[3]
The following is a DFT calculation (ωB97M-V/def2-TZVPD) of a 11-piece molecular cluster, C11H44O11 overall at a distorted geometry.

Each line ends with the Löwdin charge.
Cartesian coordinates (Å):
O  -8.417  2.662  -1.375  -0.109
O  1.355  0.249  0.787  -0.128
O  3.637  -3.283  4.376  -0.136
O  -0.536  4.130  -5.583  -0.119
O  -5.569  -1.600  6.180  -0.112
O  -2.790  5.649  4.508  -0.134
O  4.791  3.909  4.457  -0.104
O  6.225  -0.978  -6.211  -0.137
O  -4.603  -1.213  -7.646  -0.124
O  -2.457  -8.052  -0.315  -0.134
O  8.454  -1.961  1.327  -0.136
C  -1.641  4.973  5.055  -0.152
C  8.276  -1.932  -0.171  -0.118
C  -1.480  -7.598  0.678  -0.141
C  -3.661  -1.722  -6.686  -0.161
C  -5.306  -0.977  4.989  -0.208
C  5.207  -0.076  -6.814  -0.127
C  4.676  3.326  5.684  -0.213
C  2.552  -3.625  5.327  -0.130
C  -1.646  4.965  -5.862  -0.174
C  -7.106  2.526  -1.805  -0.195
C  0.319  0.025  -0.212  -0.148
H  5.822  -1.849  -6.239  0.058
H  -1.755  5.882  -5.283  0.068
H  8.220  -2.893  -0.684  0.061
H  -1.552  5.285  -6.900  0.074
H  5.202  4.773  4.530  0.084
H  4.265  3.993  6.442  0.076
H  -6.719  3.387  -2.350  0.078
H  -5.094  0.061  5.247  0.079
H  -1.311  -6.547  0.443  0.071
H  -0.522  -8.117  0.644  0.074
H  -4.375  -1.475  4.718  0.081
H  -8.670  3.555  -1.619  0.075
H  -3.607  5.195  4.727  0.067
H  -7.094  1.722  -2.540  0.075
H  -6.080  -0.961  4.222  0.082
H  4.357  0.175  -6.180  0.069
H  2.701  -4.662  5.628  0.073
H  -2.537  -8.997  -0.164  0.060
H  -2.617  4.503  -5.686  0.077
H  -6.465  2.278  -0.959  0.077
H  -5.979  -2.421  5.901  0.079
H  7.312  -1.470  -0.385  0.068
H  5.616  0.847  -7.224  0.070
H  2.444  -2.975  6.196  0.067
H  -1.782  4.862  6.130  0.078
H  -0.721  5.504  4.810  0.073
H  -0.483  0.762  -0.162  0.066
H  7.640  -2.366  1.636  0.054
H  -4.088  -0.508  -8.045  0.065
H  -4.164  -2.438  -6.035  0.078
H  0.314  4.452  -5.891  0.075
H  9.084  -1.482  -0.747  0.070
H  1.579  -3.549  4.843  0.067
H  4.068  2.422  5.698  0.081
H  4.865  -0.575  -7.721  0.067
H  3.325  -2.488  3.938  0.058
H  5.683  3.055  6.001  0.076
H  -0.280  -0.872  -0.050  0.072
H  -1.391  4.075  4.489  0.069
H  -1.915  -7.548  1.676  0.069
H  -3.313  -0.912  -6.044  0.070
H  1.830  1.078  0.686  0.068
H  -2.762  -2.134  -7.143  0.073
H  0.670  -0.020  -1.243  0.070

The calculation puts the HOMO-LUMO gap at 10.5 eV. As for the energy relative to the best compared isomer or geometry (same formula, charge and spin): 120.0 kcal per mole. As for the maximum force: 2.80 eV Å⁻¹. Its LUMO energy is 0.213 eV.

=====

[4]
The following is a DFT calculation (ωB97M-V/def2-TZVPD) of a 11-piece molecular cluster, C11H44O11 overall at a distorted geometry.

Each line ends with the Löwdin charge.
Cartesian coordinates (Å):
O  -2.996  -0.107  -0.406  -0.152
O  -4.339  -3.072  3.513  -0.082
O  -3.854  -1.303  -2.691  -0.131
O  0.174  -1.521  3.516  0.132
O  1.248  0.129  -3.068  -0.138
O  -0.874  -0.695  1.171  -0.125
O  4.301  -2.609  -1.025  -0.106
O  -5.481  -0.732  2.353  -0.093
O  2.208  3.792  0.251  -0.118
O  2.824  1.814  -1.586  -0.155
O  4.506  -1.056  1.246  -0.022
C  -3.316  1.266  -0.543  -0.113
C  3.607  -1.606  -1.728  -0.144
C  -4.555  0.215  2.730  -0.202
C  -2.490  -1.518  -3.179  -0.094
C  4.775  0.223  0.730  -0.102
C  0.367  0.981  -3.768  -0.127
C  4.015  2.019  -2.301  -0.124
C  0.870  4.263  0.183  -0.171
C  -3.051  -2.642  3.588  -0.206
C  0.838  -0.356  4.057  0.014
C  0.146  -0.391  0.271  -0.137
H  -2.731  1.643  -1.382  0.075
H  -4.516  0.177  3.819  0.080
H  0.132  0.294  4.575  0.133
H  -3.397  -0.511  -1.180  0.028
H  4.450  -3.368  -1.594  0.107
H  0.129  0.610  -0.160  0.086
H  1.639  -0.662  4.730  0.112
H  -4.406  -3.949  3.897  0.110
H  2.258  3.097  -0.409  0.009
H  4.533  -1.723  0.555  0.042
H  5.582  0.125  0.004  0.104
H  -2.165  -0.560  -3.587  0.071
H  4.143  -1.235  -2.601  0.104
H  3.216  -0.858  -1.037  0.053
H  0.876  1.837  -4.211  0.090
H  4.334  3.052  -2.163  0.098
H  -4.366  -1.461  -3.488  0.093
H  0.995  -0.770  -3.289  0.089
H  -4.385  1.414  -0.690  0.099
H  -2.636  -2.282  2.647  0.075
H  4.777  1.282  -2.047  0.066
H  2.320  1.129  -2.031  0.024
H  -5.184  -1.599  2.637  0.035
H  3.851  1.929  -3.375  0.087
H  2.636  -2.030  -1.983  0.079
H  0.552  4.814  -0.702  0.073
H  -3.583  0.060  2.263  0.053
H  -0.345  -1.258  2.753  0.049
H  -2.301  -3.292  4.038  0.086
H  -1.686  -0.421  0.738  0.035
H  -0.308  1.474  -3.068  0.076
H  5.100  0.899  1.520  0.103
H  -2.482  -2.381  -3.844  0.092
H  1.197  0.247  3.223  0.112
H  -4.905  1.236  2.575  0.085
H  0.162  3.435  0.219  0.056
H  1.128  -0.497  0.732  0.076
H  -0.233  0.474  -4.525  0.085
H  -3.051  -1.885  4.372  0.084
H  0.187  -1.061  -0.588  0.075
H  0.600  4.951  0.985  0.078
H  3.823  0.540  0.303  0.072
H  -2.963  1.776  0.353  0.081
H  -1.900  -1.784  -2.302  0.074

The expectation value of S² is 0.76. The charge is +1. The calculation puts the HOMO-LUMO gap (spin up / spin down) at 9.5 / 2.5 eV. As for the energy relative to the best compared isomer or geometry (same formula, charge and spin): 0.0 kcal per mole. As for the maximum force: 3.04 eV Å⁻¹. The spin multiplicity is 2. Its LUMO energy (spin up / spin down) is -2.184 / -9.245 eV.